This record from the OMol25 dataset describes C27H25Co2O6Si as an isolated structure in a non-equilibrium geometry. The level of theory is ωB97M-V/def2-TZVPD.

Output
energy relative to the best compared isomer or geometry (same formula, charge and spin)	61.4	kcal per mole
charge	-1
M	591.4	g mol⁻¹

Each line ends with the Mulliken charge.
Atoms and positions in Å:
C 1.279 5.266 1.536  -1.164
Si 1.409 3.463 1.017  0.288
C 0.479 3.207 -0.581  -0.284
C 3.237 3.114 0.802  -0.994
C 0.657 2.280 2.363  -1.432
C -0.486 1.383 1.937  0.687
C -0.319 -0.035 1.947  -1.575
C -1.747 2.052 1.610  0.711
C -1.989 3.413 1.976  -0.247
C -3.124 4.095 1.543  -0.829
C -4.092 3.442 0.767  -0.461
C -3.911 2.090 0.448  -0.652
C -2.770 1.406 0.874  -0.209
H 1.694 5.424 2.542  0.354
H 1.863 5.878 0.831  0.301
H 0.241 5.626 1.516  0.312
H 0.353 2.142 -0.818  -0.365
H -0.515 3.675 -0.537  0.228
H 1.039 3.672 -1.407  0.426
H 3.455 2.037 0.865  0.223
H 3.571 3.485 -0.178  0.340
H 3.812 3.637 1.580  0.290
H 1.500 1.680 2.737  0.568
H 0.324 2.969 3.164  0.901
H -1.263 -0.615 1.955  0.590
H 0.381 -0.367 2.736  0.623
H -1.270 3.924 2.623  0.412
H -3.272 5.137 1.833  0.379
H -4.988 3.972 0.428  0.356
H -4.674 1.552 -0.124  0.397
H -2.646 0.348 0.615  -0.182
O 0.261 0.183 -2.561  -0.442
C 0.114 -0.345 -1.534  -0.236
Co -0.133 -1.241 -0.056  0.206
C 1.876 -0.634 0.819  0.430
O 2.462 0.176 1.465  -0.651
C -1.837 -1.730 -0.210  -0.279
O -2.957 -2.020 -0.305  -0.415
C 0.377 -2.884 -0.922  -0.655
C 0.230 -3.221 -2.350  1.401
C -0.936 -2.893 -3.059  0.258
C -1.054 -3.216 -4.410  -0.928
C -0.009 -3.883 -5.066  -0.435
C 1.154 -4.244 -4.362  -0.768
C 1.264 -3.932 -2.998  -0.517
C 1.360 -2.766 0.035  1.586
C 2.481 -1.903 0.340  -0.756
Co 0.260 -3.994 0.638  0.079
C -1.312 -4.014 1.440  0.131
O -2.315 -4.019 2.015  -0.415
C 0.488 -5.629 0.002  0.111
O 0.610 -6.689 -0.425  -0.404
C 1.119 -3.981 2.154  -0.016
O 1.667 -3.961 3.173  -0.422
H -1.757 -2.404 -2.532  0.205
H -1.955 -2.929 -4.951  0.384
H -0.092 -4.139 -6.123  0.352
H 1.985 -4.757 -4.859  0.342
H 2.156 -4.212 -2.432  0.392
H 3.181 -2.387 1.051  0.244
H 3.082 -1.684 -0.576  0.224

Forces on the atoms, in the same order (eV/Å):
-0.070 0.180 0.043
-0.317 -0.732 0.151
0.005 0.140 -0.319
0.202 -0.132 0.006
0.155 0.332 0.205
0.896 -2.017 0.576
-1.651 2.473 1.932
-1.021 0.666 -0.637
0.239 -0.624 -0.214
-0.179 -0.362 0.025
0.196 -0.161 0.022
0.088 0.054 0.262
0.221 0.076 0.059
-0.110 -0.003 -0.218
-0.147 -0.108 0.185
0.222 -0.046 0.052
0.027 0.288 0.122
0.202 -0.169 -0.033
-0.168 -0.101 0.095
-0.065 0.441 -0.046
-0.014 -0.031 0.210
-0.061 -0.145 -0.175
-0.468 0.259 -0.051
0.141 -0.398 -0.110
0.554 0.272 -0.136
-0.033 -0.019 -1.108
-0.312 -0.093 -0.398
0.055 -0.263 -0.072
0.355 -0.165 0.125
0.307 0.225 0.177
-0.085 0.657 0.048
0.078 -1.274 1.469
-0.593 2.267 -1.067
0.768 1.288 1.520
-0.860 -1.165 -2.278
0.162 0.648 0.544
-2.099 0.325 -0.885
2.029 0.276 0.304
2.841 -1.200 -0.261
0.213 -0.097 0.494
0.183 -0.253 -0.244
0.432 -0.133 0.123
0.211 -0.068 0.178
-0.341 0.263 0.452
-0.280 0.257 -0.570
-1.544 1.512 -3.976
2.448 -0.468 -0.092
-1.344 -2.796 3.644
-1.809 0.551 0.000
0.686 -0.286 -0.076
0.294 -0.800 -0.917
-0.089 0.200 0.235
0.463 -0.390 1.343
-0.344 0.156 -0.985
0.308 -0.084 -0.343
0.194 -0.143 0.067
-0.030 0.117 0.230
-0.431 0.164 0.117
-0.319 0.102 -0.155
-0.099 0.443 -0.034
-0.294 0.090 0.386